Here is 2 unconnected molecules or ions with the total composition C4H5NO3 in a non-equilibrium geometry from the Open Molecules 2025 dataset. Energies are from ωB97M-V/def2-TZVPD.

Last columns: bonded neighbours and bond lengths (Å).
CARTESIAN COORDINATES (ANGSTROEM)
1 O 0.04945 -2.10143 0.08293  N4 1.358, H11 1.131
2 O 2.25335 -0.41499 0.01564  C6 1.399, H12 1.001
3 O -2.43840 -0.53988 -0.25566  C5 1.404
4 N -0.01323 -0.74687 0.00764  O1 1.358, C5 1.404, C6 1.380
5 C -1.19443 0.00726 0.09865  O3 1.404, N4 1.404, C8 1.328
6 C 0.99706 0.18291 -0.12835  O2 1.399, N4 1.380, C7 1.402
7 C 0.50294 1.49313 -0.06193  C6 1.402, C8 1.515, H9 1.135
8 C -0.99324 1.32026 0.10129  C5 1.328, C7 1.515, H13 1.050
9 H 1.08644 2.42328 0.22421  C7 1.135
10 H -2.28584 -1.46761 0.72371  no bonds
11 H 1.02371 -2.30910 -0.45197  O1 1.131
12 H 2.88228 0.26153 -0.36903  O2 1.001
13 H -1.87009 1.89153 0.01287  C8 1.050

Calculated values
strongest force on any atom = 7.80 eV/A
orbital gap = 7.93 eV
energy relative to the best compared isomer or geometry (same formula, charge and spin) = 145.4 kcal/mol
energy = -11855.6951 eV
multiplicity = 1